Density functional theory data (the ωB97M-V functional and the def2-TZVPD basis) for one molecule with the formula C20H18F3N7O2.

Geometry (Å):
C  1.41398  2.93852  2.45707
C  2.01290  1.56569  2.11019
N  1.14538  0.43894  2.45717
C  0.83923  0.14291  3.79390
O  1.29179  0.84382  4.68025
N  0.10879  -0.97754  4.14661
C  0.18155  -1.46386  5.53660
C  -1.07008  -0.91980  6.25744
C  -1.02493  -1.02135  7.76880
C  -0.91906  0.35538  7.05696
C  -0.48031  -1.72630  3.11961
O  -1.10013  -2.74999  3.38692
C  -0.33611  -1.32138  1.74536
N  -0.79434  -1.82839  0.57780
C  -0.32254  -1.00803  -0.42259
C  -0.59534  -1.06067  -1.82008
C  -1.51063  -1.89031  -2.53229
N  -1.47303  -1.62342  -3.81997
N  -0.60269  -0.60587  -4.00482
C  -0.44764  -0.06622  -5.27913
C  0.34433  1.09629  -5.48628
C  0.51994  1.53462  -6.82617
C  0.01843  0.82475  -7.94190
C  0.34360  1.23142  -9.38810
F  0.06569  2.53403  -9.45718
F  1.64635  1.00038  -9.72107
F  -0.43948  0.55093  -10.29882
N  -0.70868  -0.29451  -7.69236
C  -0.94806  -0.70609  -6.41857
C  0.02791  -0.27274  -2.79155
N  0.46785  -0.06583  0.09507
C  0.48150  -0.25728  1.46543
H  0.46192  3.04693  1.89135
H  1.15509  3.02432  3.52735
H  2.04437  3.75919  2.16673
H  2.29888  1.57637  1.04018
H  2.96676  1.49013  2.70562
H  1.09280  -1.18555  6.09291
H  0.13254  -2.58564  5.57451
H  -2.01154  -1.10994  5.73742
H  -0.16202  -1.55895  8.12064
H  -1.94221  -1.27387  8.33995
H  0.09173  0.85805  7.04709
H  -1.77246  1.02750  7.14967
H  -1.41040  -2.62251  0.44958
H  -2.11178  -2.66649  -2.06035
H  0.75095  1.69415  -4.66715
H  1.02912  2.47458  -6.97085
H  -1.58235  -1.59076  -6.28222
H  0.83239  0.44439  -2.61674

calculated total energy	-43710.2259	eV
ΔE to the lowest compared entry with this formula, charge and spin	7.49	kcal/mol
SMILES	CCn1c(=O)n(CC2CC2)c(=O)c2[nH]c(-c3cnn(-c4ccc(C(F)(F)F)nc4)c3)nc21
multiplicity	1